Record 1
{
  "formula": "C31H20Br2Cl3N2O5Pd",
  "method": "ωB97M-V/def2-TZVPD",
  "species": ["Pd", "C", "C", "C", "C", "C", "C", "Br", "C", "C", "Br", "C", "O", "C", "N", "H", "H", "H", "H", "H", "H", "Cl", "C", "C", "C", "C", "C", "Cl", "C", "N", "C", "C", "C", "C", "C", "C", "C", "C", "O", "O", "H", "H", "H", "H", "H", "H", "H", "H", "H", "H", "Cl", "C", "C", "C", "C", "C", "C", "C", "O", "O", "H", "H", "H", "H"],
  "coordinates": [[-0.290, -0.771, 0.404], [3.109, 0.561, 0.200], [2.972, -0.732, -0.544], [4.073, -1.261, -1.268], [3.950, -2.448, -1.923], [2.726, -3.158, -1.871], [2.471, -4.411, -2.479], [3.819, -5.273, -3.503], [1.257, -5.016, -2.332], [0.240, -4.415, -1.578], [-1.412, -5.320, -1.401], [0.396, -3.185, -0.956], [-0.539, -2.636, -0.244], [1.688, -2.562, -1.133], [1.835, -1.372, -0.503], [3.934, 0.494, 0.912], [2.196, 0.797, 0.742], [3.327, 1.379, -0.491], [5.007, -0.713, -1.287], [4.780, -2.864, -2.478], [1.067, -5.974, -2.796], [-4.197, 4.360, -1.665], [-4.084, 2.648, -1.992], [-4.474, 2.241, -3.260], [-4.482, 0.904, -3.603], [-4.104, -0.033, -2.653], [-3.712, 0.380, -1.398], [-3.234, -0.826, -0.249], [-3.656, 1.739, -1.015], [-3.256, 2.058, 0.267], [-2.678, 3.295, 0.694], [-3.325, 4.001, 1.696], [-2.803, 5.194, 2.171], [-1.623, 5.683, 1.635], [-0.965, 4.962, 0.649], [-1.468, 3.757, 0.172], [-0.722, 2.993, -0.886], [-0.433, 1.549, -0.529], [-0.306, 1.244, 0.712], [-0.322, 0.688, -1.421], [-4.783, 3.000, -3.966], [-4.782, 0.593, -4.594], [-4.094, -1.091, -2.875], [-2.941, 1.259, 0.803], [-4.253, 3.603, 2.085], [-3.318, 5.737, 2.952], [-1.205, 6.615, 1.992], [-0.029, 5.332, 0.247], [0.243, 3.475, -1.060], [-1.255, 2.989, -1.840], [5.417, -3.458, 2.428], [3.815, -2.812, 2.702], [3.670, -1.670, 3.474], [2.398, -1.156, 3.676], [1.290, -1.750, 3.084], [1.461, -2.906, 2.331], [2.723, -3.452, 2.144], [-0.088, -1.147, 3.294], [-0.360, -0.687, 4.393], [-0.912, -1.236, 2.303], [4.541, -1.201, 3.912], [2.246, -0.276, 4.288], [0.594, -3.371, 1.880], [2.860, -4.347, 1.551]],
  "forces_ev_per_angstrom": [[0.0, 0.0, 0.2], [0.0, 0.1, 0.0], [0.1, -0.2, -0.1], [0.0, 0.0, 0.0], [0.0, 0.0, 0.0], [0.0, -0.1, 0.0], [0.0, 0.1, 0.0], [0.0, 0.0, 0.0], [0.0, 0.0, 0.0], [0.0, -0.1, -0.1], [0.0, 0.0, 0.0], [0.0, 0.0, 0.1], [0.2, -0.2, 0.0], [-0.2, 0.1, 0.2], [0.3, 0.2, -0.2], [0.0, 0.0, 0.0], [0.0, -0.1, 0.0], [0.0, 0.0, 0.0], [0.0, 0.0, 0.0], [0.0, 0.0, 0.0], [0.0, 0.0, 0.0], [0.0, 0.0, 0.0], [0.0, 0.0, 0.0], [0.0, 0.0, 0.0], [0.0, 0.0, 0.0], [0.0, 0.1, 0.0], [0.1, 0.0, 0.0], [-0.3, 0.0, 0.0], [0.0, 0.0, 0.0], [0.0, 0.0, 0.0], [0.0, 0.0, 0.0], [0.0, 0.0, 0.0], [0.0, 0.0, 0.0], [0.0, 0.0, 0.0], [0.0, 0.0, 0.0], [0.0, 0.0, 0.0], [0.0, 0.0, 0.0], [0.0, 0.0, 0.1], [0.0, -0.1, -0.1], [0.0, 0.1, 0.0], [0.0, 0.0, 0.0], [0.0, 0.0, 0.0], [0.0, 0.0, 0.0], [0.0, 0.0, 0.0], [0.0, 0.0, 0.0], [0.0, 0.0, 0.0], [0.0, 0.0, 0.0], [0.0, 0.0, 0.0], [0.0, 0.0, 0.0], [0.0, 0.0, 0.0], [0.0, 0.0, 0.0], [0.0, 0.0, 0.0], [0.0, 0.0, 0.0], [0.0, 0.0, 0.0], [0.0, 0.1, 0.0], [0.0, 0.0, 0.0], [0.0, 0.0, 0.0], [-0.1, -0.2, 0.1], [0.1, 0.1, -0.1], [-0.2, 0.1, 0.0], [0.0, 0.0, 0.0], [0.0, 0.0, 0.0], [0.0, 0.0, 0.0], [0.0, 0.0, 0.0]],
  "charge": -1,
  "orbital_gap_ev": 7.50,
  "multiplicity": 1,
  "relative_energy_kcal_mol": 0.0
}

=====

Record 2
{
  "formula": "C40H60O30",
  "method": "ωB97M-V/def2-TZVPD",
  "species": ["C", "C", "C", "O", "C", "O", "O", "H", "H", "H", "H", "H", "H", "C", "C", "C", "O", "C", "O", "O", "H", "H", "H", "H", "H", "H", "C", "C", "C", "O", "C", "O", "O", "H", "H", "H", "H", "H", "H", "C", "C", "C", "O", "C", "O", "O", "H", "H", "H", "H", "H", "H", "C", "C", "C", "O", "C", "O", "O", "H", "H", "H", "H", "H", "H", "C", "C", "C", "O", "C", "O", "O", "H", "H", "H", "H", "H", "H", "C", "C", "C", "O", "C", "O", "O", "H", "H", "H", "H", "H", "H", "C", "C", "C", "O", "C", "O", "O", "H", "H", "H", "H", "H", "H", "C", "C", "C", "O", "C", "O", "O", "H", "H", "H", "H", "H", "H", "C", "C", "C", "O", "C", "O", "O", "H", "H", "H", "H", "H", "H"],
  "coordinates": [[2.455, -1.981, -2.303], [2.880, -3.408, -2.692], [3.536, -3.419, -4.091], [4.853, -3.654, -3.739], [4.988, -3.957, -2.443], [6.079, -4.171, -1.878], [3.828, -3.879, -1.828], [1.766, -1.607, -3.060], [3.353, -1.364, -2.344], [2.027, -1.994, -1.301], [2.004, -4.054, -2.753], [3.473, -2.440, -4.567], [3.243, -4.248, -4.734], [-2.082, 4.908, -5.302], [-1.586, 3.793, -4.449], [-2.610, 3.017, -3.662], [-2.396, 1.723, -4.087], [-1.430, 1.637, -5.010], [-1.117, 0.534, -5.516], [-0.959, 2.797, -5.229], [-2.937, 4.518, -5.855], [-1.291, 5.226, -5.981], [-2.318, 5.784, -4.698], [-0.867, 4.158, -3.716], [-3.619, 3.203, -4.029], [-2.496, 3.100, -2.581], [4.387, 1.875, -3.177], [4.070, 1.494, -4.580], [2.606, 1.440, -4.905], [2.470, 1.951, -6.220], [3.577, 2.617, -6.498], [3.728, 3.260, -7.581], [4.436, 2.513, -5.463], [4.308, 0.988, -2.548], [3.624, 2.535, -2.763], [5.373, 2.339, -3.177], [4.527, 0.538, -4.836], [2.002, 1.978, -4.174], [2.240, 0.414, -4.875], [3.101, 0.130, 5.052], [2.899, -1.360, 5.337], [2.226, -1.655, 6.626], [1.017, -2.316, 6.264], [0.946, -2.528, 4.908], [-0.016, -2.988, 4.319], [2.012, -1.829, 4.349], [3.468, 0.371, 4.055], [3.893, 0.560, 5.666], [2.197, 0.663, 5.348], [3.785, -1.995, 5.369], [1.910, -0.796, 7.217], [2.978, -2.214, 7.183], [0.750, 0.322, 2.170], [0.266, 0.252, 0.679], [-1.039, 0.853, 0.342], [-0.731, 1.711, -0.692], [0.597, 1.688, -0.951], [1.198, 2.392, -1.790], [1.184, 0.925, -0.077], [1.796, 0.065, 2.336], [0.217, -0.345, 2.847], [0.603, 1.297, 2.635], [0.103, -0.791, 0.407], [-1.400, 1.339, 1.249], [-1.821, 0.122, 0.141], [0.953, 6.942, -0.040], [0.380, 5.591, -0.446], [-0.232, 4.683, 0.648], [-1.531, 4.498, 0.319], [-1.843, 5.237, -0.834], [-2.954, 5.255, -1.363], [-0.737, 5.924, -1.223], [1.940, 6.756, 0.383], [0.374, 7.309, 0.807], [1.037, 7.627, -0.884], [0.998, 5.035, -1.151], [-0.187, 5.245, 1.581], [0.278, 3.723, 0.728], [-3.335, -3.521, -4.064], [-2.441, -2.612, -3.243], [-2.985, -2.043, -1.984], [-2.067, -2.383, -0.976], [-1.163, -3.184, -1.457], [-0.221, -3.653, -0.808], [-1.325, -3.337, -2.723], [-3.619, -4.409, -3.500], [-2.872, -3.815, -5.006], [-4.306, -3.072, -4.273], [-2.084, -1.820, -3.902], [-3.934, -2.525, -1.749], [-3.085, -0.958, -2.014], [2.421, -3.426, 1.744], [3.808, -2.811, 2.105], [4.916, -3.518, 1.312], [5.503, -2.512, 0.531], [4.902, -1.357, 0.686], [5.143, -0.338, 0.107], [3.929, -1.494, 1.598], [1.711, -2.689, 2.119], [2.170, -4.342, 2.279], [2.298, -3.640, 0.683], [3.951, -2.882, 3.184], [4.474, -4.280, 0.671], [5.633, -4.009, 1.970], [-4.259, -2.917, 6.236], [-3.816, -1.453, 6.439], [-2.573, -1.260, 7.406], [-1.760, -0.411, 6.674], [-2.119, -0.348, 5.404], [-1.556, 0.337, 4.568], [-3.207, -1.063, 5.181], [-3.489, -3.601, 5.880], [-5.058, -3.032, 5.504], [-4.685, -3.281, 7.171], [-4.660, -0.777, 6.570], [-2.075, -2.215, 7.574], [-2.836, -0.923, 8.409], [-5.135, -0.582, 2.482], [-5.494, -0.575, 1.011], [-6.633, 0.299, 0.501], [-6.037, 1.306, -0.280], [-4.752, 0.942, -0.481], [-3.952, 1.532, -1.148], [-4.444, -0.199, 0.120], [-6.033, -1.021, 2.917], [-4.964, 0.395, 2.936], [-4.298, -1.221, 2.764], [-5.879, -1.551, 0.717], [-7.149, 0.740, 1.354], [-7.305, -0.346, -0.065]],
  "forces_ev_per_angstrom": [[0.5, -0.9, -0.2], [-3.1, 1.6, -2.0], [-0.5, -0.1, 0.6], [2.4, -0.3, 0.0], [4.9, -0.1, 1.6], [-3.7, 0.3, -2.0], [0.4, -1.0, 1.5], [-0.3, 0.0, 0.2], [0.0, 0.2, 0.3], [-0.1, 0.3, -0.1], [0.0, -0.1, 0.6], [-0.2, -0.2, -0.3], [-0.5, 0.3, -0.1], [0.1, 0.1, -0.3], [0.6, 1.1, 1.6], [-1.2, 0.8, -0.2], [0.2, -2.9, 0.2], [-0.7, -5.4, -0.3], [-0.5, 3.4, 1.3], [2.1, 1.7, -1.8], [-0.1, 0.5, -0.2], [-0.1, -0.1, -0.2], [-0.4, -0.2, 0.1], [0.5, 0.1, -0.3], [-0.2, 0.7, 0.7], [-0.3, 0.0, -0.2], [-0.3, 0.0, 0.5], [-1.1, -0.4, 0.0], [-1.4, -1.6, 1.1], [-0.3, -0.3, 0.1], [0.5, 2.6, -4.1], [-0.1, -2.5, 4.7], [1.6, 1.5, -1.8], [0.5, 0.0, 0.1], [0.2, 0.4, -0.2], [0.0, -0.2, 0.4], [0.5, 0.1, -0.3], [0.0, 0.5, -0.3], [-0.2, 0.0, -0.3], [1.0, 0.0, 0.7], [0.5, 1.3, -0.9], [-0.5, 0.5, 1.0], [-0.1, -1.6, -0.4], [-1.1, 1.8, -0.3], [2.6, 0.6, 1.3], [-1.6, -1.9, -0.5], [-0.6, -0.3, -0.2], [0.1, -0.2, 0.5], [-0.1, 0.0, -0.5], [0.4, 0.4, -0.8], [0.2, 0.2, -0.1], [-0.9, -0.7, 0.6], [-0.5, -0.1, 0.0], [0.1, -2.7, 3.6], [-1.5, -0.1, 2.3], [0.0, 1.4, -2.2], [0.9, 3.0, -2.2], [-2.2, -2.1, 2.2], [2.4, -0.2, -1.2], [0.1, -0.1, -0.7], [-0.4, -0.2, -0.4], [-0.1, 0.4, -0.4], [1.2, -0.4, -0.3], [-0.3, 0.9, -0.2], [0.2, 0.1, -0.8], [0.8, -1.3, 1.0], [0.4, 0.2, -0.6], [2.6, 1.0, 0.8], [-2.9, 0.6, -2.4], [-1.9, -0.3, -0.2], [3.4, 0.0, 1.5], [-3.1, -0.5, -0.8], [0.3, 0.2, -0.1], [-0.3, 0.5, -0.3], [-0.2, -0.1, 0.2], [0.5, -0.1, 0.4], [0.2, -0.3, 0.4], [0.1, 0.1, 0.1], [-0.5, -0.3, 0.4], [0.3, 0.0, -1.3], [-1.8, 0.8, 0.4], [-0.8, 0.9, 1.7], [3.7, -1.1, 2.5], [-2.1, 0.8, -1.3], [0.7, -1.4, -2.9], [0.4, -0.2, 0.1], [0.0, 0.1, 0.1], [0.2, 0.5, -0.2], [0.4, 0.0, 0.0], [-0.2, 0.2, 0.2], [-0.2, -0.1, 0.0], [0.3, 1.1, 0.7], [-0.6, -1.9, -1.3], [-0.4, -1.0, 0.7], [1.4, -0.6, -0.7], [-0.4, 0.6, -0.1], [0.0, -0.4, 0.2], [-1.2, 1.1, 1.1], [-0.4, -0.1, -0.5], [0.5, -0.1, 0.2], [0.1, 0.3, 0.0], [0.1, 0.5, -0.1], [0.3, 0.1, -0.2], [0.3, 0.2, -0.2], [-0.6, 0.3, 0.5], [1.2, -1.5, -0.7], [-2.0, -1.6, -0.1], [1.3, 1.0, 0.9], [0.9, 1.8, -2.1], [-0.7, -1.3, 1.3], [-0.7, -0.1, -0.1], [0.4, 0.4, 0.3], [-0.1, 0.5, -0.1], [0.1, -0.2, 0.1], [0.1, 0.0, 0.5], [0.1, -0.2, -0.3], [0.0, 0.7, -0.3], [-0.5, 0.0, -0.1], [-0.3, -0.8, -0.5], [-0.6, 0.0, 1.4], [0.5, -0.1, -0.1], [1.0, 1.1, -1.3], [-0.6, 0.0, 0.2], [0.2, -0.8, 0.9], [0.0, 0.1, 0.5], [0.0, 0.1, -0.2], [0.0, 0.0, -0.4], [0.9, -0.5, 0.3], [-0.3, 0.2, -0.2], [-0.2, 0.5, -0.3]],
  "orbital_gap_ev": 10.02,
  "smiles": "C[C@H]1COC(=O)O1.C[C@H]1COC(=O)O1.C[C@H]1COC(=O)O1.C[C@H]1COC(=O)O1.C[C@H]1COC(=O)O1.C[C@H]1COC(=O)O1.C[C@H]1COC(=O)O1.C[C@H]1COC(=O)O1.C[C@H]1COC(=O)O1.C[C@H]1COC(=O)O1",
  "multiplicity": 1,
  "relative_energy_kcal_mol": 81.3
}

=====

Record 3
{
  "formula": "C7H9NO",
  "method": "ωB97M-V/def2-TZVPD",
  "species": ["O", "N", "C", "C", "C", "C", "C", "C", "C", "H", "H", "H", "H", "H", "H", "H", "H", "H"],
  "coordinates": [[-1.472, -2.225, 1.091], [-0.422, -1.338, 0.894], [0.800, -1.540, 1.453], [1.639, -0.512, 1.093], [0.941, 0.261, 0.141], [-0.354, -0.314, 0.014], [-1.351, 0.451, -0.619], [-0.481, 1.463, -1.311], [0.952, 1.489, -0.716], [-1.152, -2.951, 0.659], [0.811, -2.309, 2.203], [2.709, -0.491, 1.315], [-1.918, -0.280, -1.196], [-2.111, 0.974, 0.123], [-1.021, 2.414, -1.147], [-0.419, 1.096, -2.460], [1.190, 2.398, -0.070], [1.659, 1.415, -1.467]],
  "forces_ev_per_angstrom": [[-0.9, 3.4, 1.5], [0.6, -0.1, -0.3], [-0.6, -0.1, 1.3], [1.2, -0.4, -0.7], [-2.6, -1.3, -0.3], [3.0, -0.2, 2.8], [-2.9, 0.4, 1.0], [-0.5, 0.6, -3.2], [-0.8, 0.7, 2.6], [0.9, -3.5, -1.9], [0.6, -0.2, 0.1], [-0.5, 0.2, 0.2], [-0.5, 0.8, -0.8], [1.4, -1.1, -1.2], [0.7, -0.1, -1.0], [-0.1, 1.5, 2.5], [-0.5, -0.9, -1.0], [1.5, 0.2, -1.6]],
  "orbital_gap_ev": 8.51,
  "smiles": "On1ccc2c1CCC2",
  "multiplicity": 1,
  "relative_energy_kcal_mol": 83.8
}

=====

Record 4
{
  "formula": "C5H9N6O",
  "method": "ωB97M-V/def2-TZVPD",
  "species": ["C", "C", "C", "C", "C", "N", "N", "N", "N", "N", "N", "O", "H", "H", "H", "H", "H", "H", "H", "H", "H"],
  "coordinates": [[1.791, 0.976, -0.903], [-1.871, -0.492, -1.164], [-1.488, 1.384, 0.297], [0.481, 0.331, 0.791], [0.530, -0.737, -0.316], [1.323, -0.115, -1.364], [1.411, 1.278, 0.371], [-2.258, 0.650, -0.623], [-0.756, -1.125, -0.949], [0.419, -0.026, 2.105], [1.069, -1.979, 0.154], [-1.874, 2.370, 0.844], [2.458, 1.607, -1.461], [-2.577, -0.967, -1.842], [1.611, 2.135, 0.861], [-3.151, 1.053, -0.921], [-0.625, -2.012, -1.426], [0.515, 0.716, 2.782], [-0.260, -0.728, 2.355], [1.645, -1.878, 0.978], [1.606, -2.442, -0.568]],
  "forces_ev_per_angstrom": [[-0.1, -0.4, -0.2], [0.0, -0.2, -0.1], [2.9, -1.0, 1.2], [-2.4, 1.2, -0.5], [0.3, 0.1, 0.1], [0.0, -0.1, -0.5], [0.1, -0.1, 0.8], [-0.9, 0.5, -0.5], [0.0, 0.1, 0.0], [0.3, 0.0, -0.1], [0.0, 0.0, 0.2], [-0.1, -0.4, -0.5], [0.1, 0.3, 0.0], [0.1, 0.0, 0.1], [0.0, 0.0, 0.0], [0.1, -0.2, 0.0], [-0.3, 0.1, 0.0], [0.0, 0.0, 0.1], [-0.1, 0.0, 0.0], [0.0, 0.1, 0.1], [0.1, 0.0, -0.1]],
  "charge": 1,
  "orbital_gap_ev": 8.05,
  "multiplicity": 1,
  "relative_energy_kcal_mol": 11.2
}

=====

Record 5
{
  "formula": "C15H22AuBN6Se2Te2",
  "method": "ωB97M-V/def2-TZVPD",
  "species": ["Au", "C", "C", "C", "C", "C", "N", "N", "B", "N", "N", "C", "C", "C", "C", "C", "N", "N", "C", "C", "C", "C", "C", "H", "H", "H", "H", "H", "H", "H", "H", "H", "H", "H", "H", "H", "H", "H", "H", "H", "H", "H", "H", "H", "H", "Se", "Te", "Te", "Se"],
  "coordinates": [[-0.457, -0.236, -1.959], [2.438, -2.514, -2.528], [2.245, -1.927, -1.181], [3.053, -2.089, -0.054], [2.445, -1.354, 0.951], [2.875, -1.207, 2.365], [1.339, -0.792, 0.434], [1.219, -1.146, -0.852], [0.282, 0.054, 1.164], [-1.068, -0.664, 0.982], [-1.547, -1.005, -0.221], [-2.683, -1.679, -0.056], [-3.484, -2.229, -1.177], [-2.938, -1.781, 1.312], [-1.891, -1.126, 1.938], [-1.654, -0.966, 3.396], [0.229, 1.470, 0.586], [-0.052, 1.707, -0.702], [-0.037, 3.019, -0.893], [-0.321, 3.624, -2.218], [0.270, 3.658, 0.311], [0.432, 2.638, 1.228], [0.772, 2.754, 2.669], [3.125, -3.354, -2.481], [2.857, -1.770, -3.212], [1.482, -2.836, -2.934], [3.950, -2.671, 0.017], [3.817, -1.727, 2.514], [2.124, -1.631, 3.031], [3.003, -0.159, 2.627], [0.543, 0.109, 2.309], [-2.869, -2.310, -2.071], [-4.330, -1.575, -1.396], [-3.873, -3.211, -0.917], [-3.770, -2.271, 1.779], [-2.488, -1.390, 3.948], [-1.550, 0.084, 3.661], [-0.737, -1.478, 3.685], [-0.544, 2.827, -2.925], [0.538, 4.190, -2.579], [-1.177, 4.295, -2.161], [0.356, 4.713, 0.471], [0.887, 3.804, 2.921], [1.697, 2.228, 2.894], [-0.009, 2.320, 3.290], [0.901, -0.117, -4.168], [0.059, 1.685, -5.590], [-2.642, 1.443, -5.245], [-2.813, 0.593, -2.961]],
  "forces_ev_per_angstrom": [[-0.2, -0.3, -1.3], [-0.1, 0.2, -0.2], [0.0, 0.1, 0.5], [-0.2, 0.2, 0.1], [0.3, -0.3, -0.2], [-0.1, 0.1, 0.0], [0.5, -0.1, 0.5], [0.1, -0.2, -0.8], [-0.1, 0.0, -0.6], [-0.2, 0.0, 0.7], [-0.4, 0.0, -0.7], [0.2, 0.0, 0.3], [0.0, 0.1, -0.2], [0.2, 0.2, 0.1], [-0.4, -0.2, -0.1], [0.2, 0.1, 0.0], [0.1, 0.4, 0.6], [-0.1, 0.4, -0.4], [0.0, -0.2, 0.2], [0.0, -0.2, 0.0], [0.0, -0.2, 0.1], [0.0, 0.4, 0.0], [0.0, -0.2, 0.0], [0.0, -0.1, 0.0], [0.0, -0.1, 0.0], [0.0, -0.1, -0.1], [0.2, -0.1, 0.0], [0.0, 0.0, 0.0], [0.0, 0.0, 0.1], [0.0, 0.1, 0.1], [0.1, 0.0, 0.4], [0.0, 0.0, -0.1], [0.0, -0.1, -0.1], [0.0, -0.1, 0.0], [-0.1, -0.1, 0.1], [0.0, 0.0, 0.0], [0.0, 0.0, 0.1], [0.0, 0.0, 0.1], [0.0, 0.1, -0.1], [0.0, 0.0, -0.1], [-0.1, 0.1, 0.0], [0.0, 0.2, 0.2], [0.0, 0.0, 0.1], [0.1, 0.0, 0.1], [-0.1, 0.0, 0.1], [-0.3, -0.1, 0.4], [-0.2, 0.1, 0.0], [0.2, -0.2, 0.5], [0.4, 0.2, -0.4]],
  "orbital_gap_ev": [6.59, 5.10],
  "multiplicity": 3,
  "relative_energy_kcal_mol": 5.5
}